Record 1
46
Properties=species:S:1:pos:R:3 method="wB97M-V/def2-TZVPD" total_charge=+1 orbital_gap_ev=7.42 e_homo_ha=-0.36299
C 0.3718 3.2760 1.8134
P -0.2190 2.5363 3.3968
C 0.7996 1.1078 3.9734
C -0.6453 3.7521 4.6973
O 0.3830 4.6148 5.2589
C 1.6201 4.4799 4.7139
O 2.4427 3.6701 5.0286
H 1.4605 3.4707 1.8920
H -0.1030 4.2476 1.6149
H 0.2015 2.5325 0.9665
H 1.6217 0.8885 3.2722
H 1.1576 1.1842 5.0078
H 0.1492 0.2198 3.9388
H -1.4757 4.3641 4.3153
H -1.0682 3.1777 5.5369
H 1.8965 5.2407 3.9503
C -0.2805 0.9003 0.3962
C 0.7814 0.0908 -0.3570
C 0.4345 -0.1984 -1.8174
N -0.2822 -1.5147 -2.0870
C 0.7169 -2.6497 -2.0032
C 0.1396 -3.9709 -2.4834
C -0.4283 -3.8646 -3.8924
C -1.4223 -2.7159 -4.0018
C -0.8250 -1.4133 -3.5020
C -1.4058 -1.7192 -1.1246
H -1.1578 0.3038 0.6519
H 0.1320 1.2403 1.3122
H -0.6138 1.7530 -0.1953
H 1.0278 -0.8174 0.1965
H 1.6901 0.6983 -0.3646
H 1.3455 -0.2352 -2.4141
H -0.1960 0.5930 -2.2244
H 1.5689 -2.3692 -2.6239
H 1.0453 -2.7229 -0.9676
H 0.9270 -4.7255 -2.4671
H -0.6311 -4.3251 -1.7940
H -0.9115 -4.8006 -4.1720
H 0.3882 -3.7065 -4.6043
H -2.3388 -2.9569 -3.4586
H -1.7197 -2.5883 -5.0437
H -1.5698 -0.6179 -3.5029
H 0.0108 -1.1145 -4.1367
H -2.0577 -0.8504 -1.1696
H -0.9959 -1.8580 -0.1284
H -1.9649 -2.6071 -1.3979

=====

Record 2
20
Properties=species:S:1:pos:R:3 method="wB97M-V/def2-TZVPD" s2=0.752 total_charge=-1 e_above_lowest_kj_mol=433.4 orbital_gap_ev="2.84 / 9.16" multiplicity=2 e_homo_ha="0.04310 / -0.19544"
C -2.1078 -0.2754 -0.3775
C -1.0982 -0.2867 0.8769
C -0.0189 0.7708 0.7023
C 1.0113 0.4205 -0.4224
C 2.0655 -0.7015 -0.2807
C 3.3381 -0.7490 0.1864
N -2.9000 0.8040 -1.0918
H -2.8066 -1.0340 -0.1028
H -2.5784 0.8296 0.1206
H -0.6244 -1.3005 1.0512
H -1.6800 -0.1713 1.8621
H -0.5413 1.6519 0.4460
H 0.4002 1.0599 1.6420
H 1.5327 1.2418 -0.7870
H 0.3636 0.1847 -1.2518
H 1.6464 -1.6679 -0.5959
H 3.8472 -1.6966 -0.0073
H 3.9391 0.1312 0.5033
H -1.5320 -0.8057 -1.1757
H -2.2566 1.5942 -1.2981

=====

| no. | total energy (eV) |
| --- | --- |
| 1 | -28816.6906 |
| 2 | -7916.8603 |